{
  "formula": "C14H16O2",
  "method": "ωB97M-V with the def2-TZVPD basis set",
  "homo_ev": -8.0,
  "spin_multiplicity": 1,
  "e_lumo_ev": 0.8,
  "homo_lumo_gap_ev": 8.75,
  "smiles": "Cc1ccc(O)cc1.Cc1ccc(O)cc1",
  "species": ["C", "C", "C", "C", "C", "O", "C", "C", "H", "H", "H", "H", "H", "H", "H", "H", "C", "C", "C", "C", "C", "O", "C", "C", "H", "H", "H", "H", "H", "H", "H", "H"],
  "positions_angstrom": [[-0.78179, -1.55915, 0.77452], [0.71230, -1.42186, 0.62351], [1.30110, -1.72338, -0.62193], [2.67029, -1.55934, -0.71186], [3.34383, -0.79915, 0.22696], [4.62398, -0.41726, -0.00431], [2.79438, -0.59514, 1.51894], [1.42144, -0.72852, 1.63795], [-1.17347, -2.55652, 0.94948], [-1.24760, -1.14680, -0.13203], [-1.06026, -1.03654, 1.69452], [0.65820, -1.93030, -1.45833], [3.22229, -2.14234, -1.44854], [4.90542, -0.45507, -0.92136], [3.45949, -0.22560, 2.31160], [0.90357, -0.39064, 2.54640], [-1.22895, 1.88636, 2.22875], [-1.70481, 1.43378, 0.84186], [-2.98323, 0.95106, 0.58214], [-3.25320, 0.58792, -0.72588], [-2.31659, 0.63838, -1.73482], [-2.48755, 0.20761, -2.99754], [-1.06827, 1.33585, -1.47740], [-0.78523, 1.76881, -0.16704], [-2.02620, 2.49222, 2.67764], [-0.29664, 2.44288, 2.11304], [-1.05946, 0.99058, 2.81715], [-3.71318, 0.96584, 1.43244], [-4.27733, 0.24110, -0.78780], [-3.40518, 0.07742, -3.28727], [-0.59591, 1.82287, -2.33360], [0.25848, 1.69666, 0.06069]],
  "atomic_forces_ev_per_a": [[0.110, 0.333, 0.230], [-0.765, 1.263, -0.474], [-0.206, 0.469, 2.306], [-0.021, -0.112, -0.770], [0.247, -1.258, 0.976], [0.834, 0.262, 0.857], [0.609, 1.243, -1.195], [0.085, -1.645, -0.144], [0.339, -0.467, -0.320], [-0.231, -0.057, 0.558], [-0.319, 0.263, -0.420], [0.059, -0.867, -0.170], [0.087, 0.874, -0.479], [-0.466, -0.264, -0.119], [-0.502, 0.151, -0.425], [0.258, -0.428, -0.366], [-0.896, -0.604, -0.769], [1.035, 1.789, 0.993], [1.174, 1.208, 0.728], [-1.435, -0.755, 1.041], [1.758, 2.132, 0.644], [-0.377, -0.304, -1.183], [-2.529, 0.314, -0.155], [-1.142, -3.417, -1.234], [0.426, -0.049, 0.208], [-0.250, 0.005, 0.295], [0.080, 0.030, 0.514], [0.509, -0.380, -1.191], [0.000, -0.345, -1.062], [0.310, 0.083, 0.622], [0.546, -0.986, 0.095], [0.674, 1.519, 0.411]],
  "nbo_charge": [-0.63, -0.04, -0.20, -0.30, 0.30, -0.68, -0.26, -0.20, 0.21, 0.22, 0.20, 0.22, 0.21, 0.49, 0.23, 0.21, -0.63, 0.00, -0.21, -0.29, 0.28, -0.68, -0.23, -0.25, 0.22, 0.22, 0.21, 0.22, 0.22, 0.49, 0.22, 0.23]
}